Below is a molecular structure, C33H68B3N5O12S at a distorted geometry, with properties calculated with ωB97M-V with the def2-TZVPD basis set.

```
122
Properties=species:S:1:pos:R:3:mulliken_charge:R:1
S -3.6365 -4.8270 7.6530 -0.2906
O 3.7984 -5.0156 0.9997 -0.3330
O 7.6955 -7.2641 1.4046 -0.3223
O -2.9279 3.0982 -8.2464 -0.4364
O -1.5563 2.1900 -3.4506 -0.3315
O -0.6832 -4.7981 10.0826 -0.5191
O -0.6907 4.2088 0.1858 -0.3449
O 0.6866 7.5192 2.9328 -0.3201
O 0.5382 -1.0577 -1.1281 -0.4106
O 0.6760 -2.0823 6.0282 -0.5498
O 0.7073 -3.4138 8.5993 -0.6527
O 0.6815 -5.7805 8.4295 -0.3245
O -7.3685 3.7573 -8.6764 -0.3223
N -2.3411 0.3704 -1.1707 -0.2860
N -1.6891 -6.5866 8.6005 -0.4085
N -5.2969 4.5357 -6.6225 -0.2750
N 2.0702 5.3033 1.4206 -0.3080
N 5.8868 -5.7879 3.3177 -0.3172
C 1.3178 -3.3654 3.1072 -0.4482
C 2.0477 6.7208 1.0704 -0.1053
C -1.6853 -0.4765 -0.1724 -0.8069
C 1.0285 -3.4684 1.7352 -0.3417
C -2.1805 1.3591 -4.4098 -0.7088
C 7.4231 -7.6367 2.7506 -0.8158
C 4.5095 -5.2958 3.3669 -0.9168
C 0.2402 -3.2311 3.9920 0.4100
C -2.5070 -5.8677 8.0436 0.4548
C 1.9616 7.6059 2.3069 -0.8135
C -1.0965 -3.1905 3.5723 -0.3780
C -0.1601 -0.4517 -0.0491 0.4871
C 0.6742 6.7731 4.1353 -0.6938
C -1.3626 -3.2932 2.1996 -0.3374
C 0.8141 -4.5238 6.1839 -0.1444
C -2.9824 4.4328 -7.7668 -0.5770
C 3.5379 -5.6554 2.2395 -0.2143
C -4.0718 2.6720 -8.9648 -0.4572
C -0.3014 -3.4404 1.2962 -1.0069
C -5.9033 5.4045 -7.6275 -0.1725
C -1.9995 1.7891 -1.0826 0.2100
C 0.5025 4.5608 -0.4982 -0.3144
C 8.5601 -6.1522 1.2684 -0.6829
C -3.8398 4.6386 -6.5154 -0.4194
C 4.8684 -5.5659 0.2509 -0.5475
C -2.3866 2.5421 -2.3463 -0.8812
C -7.3301 4.9818 -7.9523 -0.8069
C 1.7904 4.3897 0.3115 -1.0333
C 6.0168 -7.2356 3.1762 -0.1771
C -7.7908 2.6410 -7.9167 -0.6635
C 0.5807 -3.1635 5.4986 -0.1669
C -1.1510 5.1718 1.1183 -0.6111
C 0.6208 -0.2728 -2.3038 -0.3818
B 0.7525 -4.5254 7.7684 0.3177
B -0.5676 -5.7346 9.0554 0.7642
B 0.1472 -3.6944 9.8505 0.6788
H 5.8160 -5.1223 0.5617 0.1047
H 7.4757 -8.7282 2.7814 0.3992
H 1.7337 -5.0095 5.8012 0.0275
H 8.9142 -6.1309 0.2375 0.2314
H -6.9921 2.2668 -7.2676 0.2464
H 1.1884 6.9723 0.4390 0.1238
H 1.3980 5.1311 2.1533 0.1398
H -2.2099 3.6044 -2.1588 0.4167
H 0.4025 -2.9643 10.7501 -0.1108
H 0.7615 0.7875 -2.0830 0.1589
H -5.3451 5.3906 -8.5701 0.1444
H 1.8565 -3.5712 1.0248 0.6472
H -0.2548 7.0011 4.6584 0.2314
H -8.6718 2.8719 -7.3115 0.3255
H 0.2363 0.5497 0.1558 -0.1249
H 5.3300 -7.6357 2.4223 0.1627
H -8.0468 1.8424 -8.6133 0.2347
H -1.5763 1.3822 -5.3173 0.2372
H -2.5203 2.2309 -0.2300 0.2701
H -0.4994 -3.5255 0.2243 0.3984
H -7.7538 5.7411 -8.6150 0.3945
H 2.3498 -3.4009 3.4678 0.7101
H -0.9990 6.1941 0.7663 0.3334
H -2.2209 5.0109 1.2600 0.3440
H -2.2267 0.3176 -4.0734 0.3166
H -3.2365 5.1244 -8.5782 0.3792
H 4.0670 -5.6142 4.3186 0.2494
H 0.0938 -1.0533 0.8236 -0.1452
H -2.4019 -3.2739 1.8599 0.4316
H -3.5313 3.8896 -5.7817 0.0706
H 4.5770 -4.2046 3.4048 0.4469
H 5.7845 -7.7110 4.1338 0.3447
H -4.8286 2.2863 -8.2791 0.0650
H 8.0385 -5.2077 1.4557 0.2841
H -3.4496 2.4185 -2.5774 0.3986
H 0.5639 3.8597 -1.3368 0.2742
H -0.9265 1.9410 -0.9393 -0.1216
H 8.1765 -7.2494 3.4432 0.4021
H -0.6726 5.0197 2.0873 0.1040
H -3.5961 5.6150 -6.0826 0.4150
H 2.9591 6.9672 0.5177 0.3568
H 0.6869 5.6950 3.9438 0.2813
H -4.4850 3.4647 -9.5918 0.2904
H -7.9509 4.9446 -7.0520 0.3917
H 1.4807 -0.6229 -2.8772 0.3521
H -0.0101 -5.1884 5.8425 0.3489
H -2.1137 -0.2438 0.8089 0.3543
H 9.4250 -6.2270 1.9331 0.3237
H 1.5139 7.0360 4.7845 0.3279
H -2.1027 0.0261 -2.0888 0.2464
H -1.8616 -3.0994 4.3480 0.5082
H -5.9123 6.4324 -7.2532 0.3881
H 3.4228 -6.7365 2.1013 0.3071
H -3.7698 1.8452 -9.6090 0.3217
H 4.9068 -6.6544 0.3250 0.2986
H 2.5547 -5.2905 2.5436 0.2393
H 2.7763 7.3960 3.0065 0.3995
H -5.5351 3.5765 -6.8260 0.0822
H -3.1885 1.7073 -4.6538 0.2806
H 6.3604 -5.3347 2.5505 0.1935
H -1.9782 -1.5045 -0.4036 0.3259
H 4.7144 -5.2966 -0.7948 0.3345
H 2.0689 8.6424 1.9759 0.3943
H -1.9536 4.6725 -7.4840 0.3973
H 1.7758 3.3837 0.7393 0.4241
H 2.6395 4.4212 -0.3800 0.3981
H 0.4087 5.5552 -0.9492 0.4204
H -0.2640 -0.4247 -2.9248 0.1057
```

Output
Charge ... 0
Spin multiplicity ... 1
Frontier orbital gap ... 0.3110 Eh
Energy relative to the best compared isomer or geometry (same formula, charge and spin) ... 0.808 eV

=====

Below is a molecular structure, C33H68Br2ClN4O8 at a distorted geometry, with properties calculated with ωB97M-V with the def2-TZVPD basis set.

```
116
Properties=species:S:1:pos:R:3:mulliken_charge:R:1
Br 2.2897 -3.4218 -1.0794 0.1018
Br 4.3593 -5.3950 -0.0688 -0.0967
Cl -3.6446 -3.7254 -0.4861 -0.1487
O 1.9496 4.7112 5.2747 -0.3045
O 2.7440 2.2297 3.7148 -0.1780
O -2.5860 4.3722 -2.9168 -0.4376
O -1.5944 3.4232 -5.6238 -0.3396
O -0.5027 6.1905 -4.2316 -0.2864
O -0.0095 -3.6096 4.1748 -0.4296
O 4.7592 4.5394 3.7872 -0.2808
O -1.1997 -1.5815 -4.3494 -0.3573
N -1.5119 -5.1467 0.0897 0.0490
N 1.1021 -4.0970 2.1566 0.4213
N -1.1071 -4.3932 2.2646 -0.6148
N 0.6777 -4.6097 0.9377 0.4300
C -1.6261 -1.3188 -1.9805 1.6087
C -2.9319 -5.2240 0.2292 -0.4106
C -3.1449 4.6445 -4.1949 -0.3306
C -1.7510 -2.2047 -3.2132 -1.0054
C 2.4751 -3.7420 2.5607 -0.7953
C 0.8833 -1.0064 1.3544 0.4109
C 2.9357 3.2894 2.7844 -0.2756
C -0.7755 7.5662 -4.3933 -0.8073
C -0.5150 5.7426 -2.8888 -0.8699
C 0.1603 -1.8731 -4.5401 -0.7185
C -2.6427 -0.1704 -1.9770 -0.1059
C 6.0885 4.3025 4.1993 -0.8046
C 0.0010 -4.0186 2.9190 0.3710
C -0.9933 1.4665 0.1481 0.4806
C 0.6949 5.2759 4.9556 -0.7075
C 1.7143 -1.2936 2.6116 -0.8911
C -0.5884 1.0535 1.5619 -0.6240
C -3.1363 0.2327 -0.5827 -1.1778
C -2.5138 1.5315 -0.0706 -0.8472
C 2.5381 -6.0832 0.1230 -0.0178
C 1.8931 3.3789 5.7479 -0.6510
C -0.6788 -4.7359 1.0522 0.2827
C 2.9362 2.4930 5.0987 -0.3351
C 1.4878 -4.9469 -0.2011 -0.7385
C -2.9500 3.5577 -5.2302 -0.4754
C -0.5432 -0.4800 1.6833 -0.8309
C -1.1344 2.0907 -5.6453 -0.4670
C -1.1771 4.3880 -2.7524 0.4156
C 2.8363 -2.2831 2.2923 -0.7665
C -4.9147 -6.4227 -0.8565 -1.3522
C -3.4648 -6.5148 -0.4114 -0.2714
C 4.3544 3.8008 2.6503 -0.7945
C 2.3951 -7.2326 -0.8791 -1.2568
H -1.2653 1.4613 2.3070 0.7042
H 3.9449 2.8577 5.2942 0.1916
H 6.1738 4.6213 5.2374 0.2421
H -4.2207 4.7204 -4.0167 0.4284
H -0.8834 -3.7880 4.5477 0.4277
H -1.5122 1.5224 -4.7886 0.0040
H 0.8201 -5.3631 -0.9349 0.2869
H 2.1414 -0.3498 2.9348 0.3381
H 3.0986 -7.0941 -1.6875 0.4072
H -0.6937 3.6496 -3.3949 0.1009
H 2.5259 -3.9147 3.6300 0.4492
H 2.8649 1.5140 5.5817 0.3627
H -3.2328 -5.2157 1.2650 0.5189
H 3.2206 -2.1628 1.2868 0.3228
H 5.0308 2.9576 2.4701 0.3598
H 4.3946 4.4690 1.7803 0.4039
H 1.0548 -1.6205 3.4060 0.6004
H 1.3964 -0.3156 0.6941 0.9320
H -4.9977 -5.8577 -1.7761 0.3384
H -2.8247 5.6164 -4.5721 0.1035
H 2.2396 4.1075 2.9711 0.1681
H 2.6591 2.8597 1.8169 0.3758
H -1.0245 6.4630 -2.2399 0.3852
H 2.4348 -6.4288 1.1424 0.5458
H -0.6037 2.4627 -0.0405 0.3189
H -1.7299 -1.9651 -1.1100 -0.8604
H -1.2110 -0.9481 0.9712 -0.3264
H 0.3585 -2.9388 -4.6578 0.3290
H 0.7807 -1.4389 -3.7541 0.2394
H -0.6168 -0.9114 -2.0135 0.1468
H -0.5563 0.7625 -0.5561 -0.3423
H 6.7962 4.8796 3.5957 0.3111
H -3.5046 -0.4968 -2.5560 0.6595
H -0.7582 -0.8136 2.6944 0.7621
H -0.0455 2.1071 -5.5866 0.2922
H -5.3617 -7.4017 -0.9821 0.3908
H -2.2620 0.7013 -2.5016 -0.4986
H 3.1810 -4.4314 2.1145 0.2025
H -5.5011 -5.9067 -0.1030 0.3535
H -3.3386 2.6134 -4.8338 0.2488
H 2.0891 3.3958 6.8276 0.4136
H 0.7360 -1.9684 0.8678 -0.9745
H 3.6801 -2.0537 2.9404 0.4331
H 0.1931 5.6498 5.8538 0.3056
H 0.8993 2.9474 5.5863 0.3387
H -2.7285 2.2955 -0.8162 0.0756
H 0.5269 5.6502 -2.5535 0.3736
H -1.4273 1.5928 -6.5757 0.3767
H -1.0889 7.7213 -5.4251 0.2350
H -2.7895 -2.4600 -3.4130 0.4328
H 0.0455 4.5565 4.4455 0.2753
H 0.8714 6.1137 4.2820 0.2450
H -1.5863 7.8970 -3.7360 0.3700
H 0.4215 1.4226 1.7212 -0.4564
H 2.5721 -8.1921 -0.4105 0.3512
H 0.4616 -1.4110 -5.4744 0.2823
H -1.0169 4.0608 -1.7205 -0.0212
H 0.1183 8.1695 -4.2033 0.3159
H 6.3446 3.2388 4.1453 0.3654
H -4.2096 0.3996 -0.6547 0.4808
H -2.7982 -6.8596 -1.1983 0.3369
H -3.0059 -0.5735 0.1360 0.4656
H 1.4051 -7.2550 -1.3328 0.3185
H -3.4105 -7.2499 0.3893 0.2967
H -1.1419 -5.3574 -0.8196 0.1226
H -2.9977 1.8694 0.8436 0.5999
H -1.2408 -3.1558 -3.0183 0.2322
H -3.5330 3.8222 -6.1213 0.4152
```

Output
Charge ... +1
Spin multiplicity ... 1
Frontier orbital gap ... 0.2741 Eh

=====

Q: Which value of spin multiplicity does entry 1 give?
A: 1